Here is C57H51ClF9INO2P2 as an isolated structure from the OMol25 dataset. Energies are from wB97M-V/def2-TZVPD.

Geometry as XYZ:
```
124
Properties=species:S:1:pos:R:3:forces:R:3
I -2.38264 3.19545 -0.90404 -0.02 0.42 -0.84
Cl -6.75531 0.44445 1.36035 -0.24 0.52 0.32
P -2.51674 1.57427 1.14476 0.31 -0.70 1.66
P -5.26378 1.86242 0.70393 0.23 -0.87 -0.35
F 3.52463 -5.31338 -2.76563 0.11 -0.13 -0.19
F -0.99347 -5.04822 3.09523 -0.01 -0.02 0.02
F 6.05165 5.00728 -3.75084 0.33 0.06 -0.02
F -7.39427 -4.87608 -1.73366 0.01 0.00 0.02
F 2.97760 6.89601 -7.69833 0.03 0.05 -0.04
F -0.36051 2.17788 3.40635 0.09 0.11 0.35
F -6.81558 -2.43028 5.56464 0.01 -0.01 0.01
F 2.77333 3.07913 -2.46370 0.01 0.01 -0.01
F 2.54818 -0.28799 0.50573 0.08 -0.20 -0.12
O -2.80290 0.10228 0.45592 -0.23 0.12 -0.26
O -6.12916 3.25267 0.93244 -0.45 -0.16 0.39
N -4.14173 3.31850 5.13519 0.15 0.08 -0.18
C 2.25648 -3.77171 -0.40761 -0.14 0.04 0.18
C -4.98753 -1.03667 8.34826 0.02 0.09 -0.07
C 3.99871 -7.34461 -1.68352 -0.01 0.06 0.14
C -3.41609 3.16595 4.10272 -0.21 0.09 0.07
C 0.28142 -3.08170 0.78170 0.01 -0.03 -0.04
C 9.52832 4.17524 -1.75292 0.04 -0.01 0.02
C -5.40878 -3.91018 1.71808 0.08 0.00 0.11
C 2.88013 3.74299 3.69602 0.04 -0.05 -0.08
C 7.19998 4.73477 -3.09440 0.00 -0.05 0.05
C 8.37763 3.44830 -1.48051 0.05 0.05 -0.02
C 9.50077 5.18514 -2.70398 -0.01 -0.05 0.04
C 3.82414 -6.62613 -2.84861 0.01 -0.05 0.00
C 0.20340 6.16369 -9.88416 0.03 -0.05 -0.01
C -4.88111 0.48079 6.47997 0.05 0.01 0.08
C -1.65080 -5.37027 4.22839 -0.02 0.00 0.07
C 0.55873 4.89963 -10.33204 -0.02 -0.02 -0.04
C -6.13369 -2.93673 1.04607 0.06 0.04 0.07
C -3.86280 3.27008 2.67407 0.43 -0.17 0.43
C 0.90666 2.54188 3.14171 0.02 -0.09 -0.19
C -6.80455 -3.25792 -0.12442 -0.09 0.09 -0.09
C -5.34805 -5.20521 1.22543 -0.05 0.06 0.00
C -4.00729 1.90828 1.96170 0.02 0.82 -0.86
C 8.32835 5.47049 -3.38796 0.02 0.12 -0.10
C 2.04347 -1.53630 0.37692 -0.13 -0.05 0.03
C 2.38083 5.96106 -4.59893 -0.07 0.00 0.04
C -4.55182 0.15696 7.79132 0.01 0.03 0.01
C 3.49742 3.23206 2.56152 0.01 0.03 0.02
C 2.78264 -2.49325 -0.28566 0.15 0.02 -0.05
C 1.00777 -4.06522 0.12385 0.01 -0.03 0.00
C -1.43834 -6.61350 4.78787 0.08 -0.11 -0.04
C -6.06907 -1.56971 6.29355 0.03 0.03 0.04
C 1.49395 2.02318 2.00767 0.09 -0.01 -0.08
C 2.55996 4.98580 -8.99861 0.13 -0.08 0.03
C 2.18222 6.23992 -8.56709 -0.06 -0.06 -0.01
C 2.80311 2.37421 1.71821 0.03 0.15 0.11
C -2.50909 -4.44772 4.79091 -0.06 0.15 -0.14
C 7.19737 3.72814 -2.15181 -0.12 -0.11 0.06
C 4.43259 -9.29988 -3.01747 0.01 -0.05 0.00
C -5.76027 -1.90877 7.59606 -0.06 -0.23 0.04
C 0.22755 5.27876 -3.77173 0.04 0.06 -0.07
C 1.01664 6.84363 -8.99015 -0.05 0.13 0.03
C 2.18481 4.08855 -3.14779 -0.04 0.06 -0.04
C 4.25518 -8.55328 -4.17351 0.00 -0.02 0.06
C -6.73794 -4.55414 -0.59162 0.04 0.03 0.06
C 1.56930 3.40091 3.99447 -0.07 0.05 0.13
C -2.99132 -6.03647 6.53296 -0.03 -0.01 0.02
C -5.64317 -0.39170 5.71556 -0.04 0.02 -0.15
C 1.73465 4.31308 -9.88653 -0.04 0.05 -0.02
C 2.98449 4.92821 -3.89567 0.15 -0.07 -0.02
C -3.19018 -4.79393 5.94691 0.00 -0.02 0.10
C -2.11335 -6.94159 5.95450 -0.05 0.04 0.00
C -6.02291 -5.53816 0.05908 0.02 -0.15 -0.04
C 4.30190 -8.69448 -1.77586 0.01 -0.01 -0.06
C 3.94408 -7.20427 -4.09501 -0.01 0.05 -0.14
C 0.80100 -1.80363 0.91602 -0.06 0.12 0.07
C 1.00520 6.13844 -4.53674 -0.01 0.02 -0.03
C 0.81614 4.23827 -3.07023 -0.05 -0.16 0.10
H 3.74983 -2.23750 -0.69767 0.00 0.02 0.01
H -0.08089 4.37072 -11.02517 -0.01 -0.01 0.00
H -0.71202 6.62396 -10.23002 -0.02 0.01 0.01
H 0.92957 1.35756 1.37303 -0.05 0.05 -0.03
H -0.69330 -3.30677 1.19221 0.01 0.01 0.00
H -3.87441 -4.08419 6.39339 0.00 0.03 -0.01
H -4.78151 3.84914 2.65164 -0.20 -0.04 -0.06
H -3.08749 3.86405 2.16901 -0.09 0.21 -0.08
H -3.95304 0.84157 8.37728 0.01 0.02 0.00
H -5.10009 3.50974 4.83482 -0.11 0.02 0.04
H -5.63877 3.96616 0.51753 0.11 0.22 -0.26
H 8.39670 2.65927 -0.74137 -0.02 -0.01 0.02
H 0.59779 -5.06161 0.02430 -0.01 -0.01 0.00
H -7.36702 -2.51252 -0.67098 0.00 0.00 0.00
H -2.64527 -3.48019 4.32550 0.02 -0.01 -0.02
H 4.43586 -9.27446 -0.87307 0.01 0.00 0.03
H -1.95421 -7.91010 6.40946 0.00 -0.02 -0.01
H -0.84423 5.41515 -3.71562 -0.02 -0.03 0.02
H 6.28565 3.18089 -1.95203 -0.01 0.01 -0.02
H 3.27992 1.97963 0.83355 -0.01 -0.02 -0.04
H -0.75724 -7.30688 4.31328 0.02 0.02 -0.01
H 1.06543 3.78762 4.87019 -0.02 -0.02 0.00
H 2.01104 3.32535 -10.22910 0.02 -0.02 0.00
H -2.35619 2.97620 4.24925 0.06 -0.20 0.11
H -6.12325 -2.84375 8.00362 -0.01 0.00 -0.01
H 8.28374 6.24879 -4.13751 -0.03 0.01 0.01
H -5.90151 -0.16486 4.68791 0.00 -0.01 0.00
H -3.52363 -6.29919 7.43705 0.00 0.00 0.02
H -4.72744 -1.29182 9.36734 -0.01 -0.01 0.02
H 4.67174 -10.35243 -3.08350 0.00 -0.01 0.00
H 0.25180 -1.02422 1.42839 -0.01 0.01 -0.03
H -2.77801 0.15355 -0.50262 0.03 -0.07 -0.30
H 10.44519 3.95464 -1.22356 0.01 0.00 0.01
H -5.99895 -6.54201 -0.34381 0.00 0.01 -0.03
H -6.16844 -1.91901 1.42120 0.03 -0.24 -0.08
H 2.98606 6.62719 -5.19744 0.03 0.01 0.00
H 4.35899 -9.02168 -5.14270 -0.01 0.00 -0.02
H -4.77661 -5.96034 1.74954 0.00 -0.02 0.01
H 3.48203 4.54959 -8.63966 -0.01 0.01 0.04
H 10.39485 5.75576 -2.91536 0.01 0.01 -0.02
H 0.75523 7.82583 -8.62063 0.02 0.00 0.01
H -4.88817 -3.65248 2.63085 0.01 -0.01 0.01
H 4.05499 4.76857 -3.91759 -0.29 0.02 -0.02
H 3.89799 -6.85185 -0.72577 -0.02 0.01 -0.01
H 0.53933 6.94710 -5.08495 0.00 0.01 -0.01
H 4.52008 3.50285 2.33405 0.01 0.02 0.00
H -4.54107 1.41905 6.05408 -0.01 -0.15 0.07
H 0.22296 3.55767 -2.47330 0.01 0.02 0.04
H 3.42151 4.40903 4.35484 0.00 0.02 0.01
H 2.82168 -4.53484 -0.91764 -0.02 0.07 0.02
H 3.79396 -6.60438 -4.98208 0.00 0.02 0.01
```
Positions in Å, forces in eV/Å.

Output
- E_tot: -129182.1050 eV
- Max |F|: 1.82 eV Å⁻¹
- Total charge: -1
- Orbital gap: 6.45 eV
- Multiplicity: 1
- HOMO level: -4.45 eV

=====

Here is C14H36Ba2O14RbS4 as an isolated structure from the OMol25 dataset. Energies are from wB97M-V/def2-TZVPD.

Geometry as XYZ:
```
71
Properties=species:S:1:pos:R:3:forces:R:3
Ba 2.59346 4.89364 -0.36460 -3.00 -1.51 0.67
Ba 5.60473 2.73117 1.00905 -1.08 -2.29 1.61
Rb 2.59872 2.49148 -3.31464 -0.99 -1.07 -0.75
S -3.16261 1.34761 -3.98712 -0.54 0.08 0.67
S 1.20968 -1.56630 -3.87462 -0.10 -0.93 -1.02
S 5.31878 -1.03340 2.77881 -0.63 -0.26 1.69
S -1.68525 1.65822 3.93776 0.75 -0.16 -0.95
O -2.40196 2.55054 -3.87370 0.44 0.43 -0.11
O 2.56783 -2.00209 -3.89344 0.45 0.25 0.21
O 2.93985 2.61156 1.29936 1.36 2.07 -1.62
O -1.03784 0.21417 3.70492 0.32 -0.05 -0.19
O -3.17430 0.63100 -5.21428 0.36 -0.36 -0.52
O 5.59749 -2.20102 2.03894 0.26 -0.14 -0.89
O -2.17843 1.64349 5.24694 -0.53 0.08 1.30
O 3.89225 -1.09770 3.41475 0.15 -0.13 -0.30
O 0.43292 -2.33555 -2.74719 -0.49 0.57 0.24
O -4.63784 1.61470 -3.53943 -0.34 0.09 0.11
O -2.48868 1.95092 2.80435 -0.44 0.34 -0.51
O 0.97719 -0.14544 -3.78453 0.01 0.78 0.51
O 0.83658 2.89756 -0.99397 3.04 1.93 0.36
O 5.36024 0.27274 2.11003 0.75 1.25 -0.85
C 0.43720 -1.78028 -1.40028 0.82 -1.55 0.26
C -0.39510 -2.71456 -0.54155 -1.07 1.13 -0.31
C -2.71079 0.31166 -2.63150 0.24 -0.53 0.02
C -6.96057 2.09316 -3.96557 -0.48 -1.13 0.63
C 6.30458 -1.01863 4.25656 -0.56 0.31 -0.44
C -0.20440 2.65749 3.91799 -0.26 -1.31 -0.35
C -1.12863 -0.41749 2.42109 0.14 -0.62 -0.67
C 2.08252 1.57324 0.80867 1.46 -1.16 -0.71
C 0.33606 -2.24256 -5.25095 -0.06 0.09 0.53
C 1.74128 -2.18244 3.63686 0.22 0.29 -0.82
C 0.84740 1.88842 -0.03009 -1.56 0.18 0.76
C 2.86554 -1.79899 2.66750 -1.95 -0.57 0.15
C -2.15833 -1.54333 2.46405 0.17 0.62 0.71
C -5.58215 2.11139 -4.52312 0.29 0.73 -1.20
H 2.12402 -2.81207 4.43323 -0.17 0.08 0.20
H -3.31390 0.53457 -1.75677 0.04 0.26 -0.01
H -7.65178 2.36790 -4.75934 -0.11 0.29 0.19
H -0.72090 -2.21080 -4.99967 -0.05 0.08 -0.17
H -2.44342 -1.86223 1.46467 -0.01 -0.21 0.14
H -1.28692 0.29669 1.61073 -0.45 0.20 0.30
H -1.33282 -2.89411 -1.07533 0.12 -0.38 -0.01
H 1.77413 0.94175 1.64939 -0.18 0.24 0.09
H 2.72602 0.88884 0.20685 -0.03 0.11 -0.01
H 0.51062 1.91368 4.26893 0.32 0.63 0.62
H -0.73563 -2.14732 0.33090 0.44 -0.32 0.12
H 1.01023 -2.74067 3.04540 0.12 -0.24 0.11
H -0.14350 -0.85278 2.19767 -0.02 0.14 0.34
H -2.86354 -0.73233 -2.89972 -0.07 0.04 -0.11
H 2.42490 -1.15455 1.90026 0.46 0.22 0.03
H -1.65305 0.49673 -2.45190 -0.02 0.02 0.05
H -0.38749 3.51993 4.54536 0.32 0.12 0.00
H 5.76400 -1.60783 4.99246 0.11 -0.26 -0.08
H 0.07029 -0.76046 -1.40401 -0.01 0.02 -0.16
H 0.05133 2.04358 0.72361 -0.08 0.45 -0.28
H 1.47716 -1.88155 -1.07028 0.00 0.67 0.08
H -5.50223 1.53951 -5.45073 -0.05 -0.49 0.35
H -7.22971 1.07721 -3.65347 0.07 -0.05 -0.31
H 1.19227 -1.30466 3.97654 0.28 -0.02 0.46
H -5.30493 3.11644 -4.86318 0.20 0.06 0.58
H 0.55217 -1.63844 -6.12585 0.09 -0.07 -0.07
H -7.10159 2.65671 -3.04519 0.13 0.57 -0.31
H 0.06457 2.84037 2.88127 -0.20 0.46 -0.04
H -3.03911 -1.21296 3.01443 -0.14 0.16 -0.30
H 0.51035 0.96122 -0.51507 0.43 -0.19 0.19
H -1.74179 -2.33653 3.08533 -0.07 -0.33 -0.35
H 6.36178 -0.00085 4.63093 0.35 0.01 -0.04
H 0.67102 -3.27194 -5.33933 0.02 -0.01 -0.20
H 3.20752 -2.70742 2.17578 0.67 0.17 0.19
H 0.08467 -3.64438 -0.26699 0.11 -0.05 -0.06
H 7.23784 -1.48561 3.95602 0.22 0.18 0.28
```
Positions in Å, forces in eV/Å.

Output
- E_tot: -89123.2925 eV
- Max |F|: 3.62 eV Å⁻¹
- Total charge: +3
- Orbital gap: 4.07 eV
- Multiplicity: 1
- HOMO level: -15.55 eV

=====

Here is one molecule with the formula ClHNO2P from the OMol25 dataset. Energies are from wB97M-V/def2-TZVPD.

Geometry as XYZ:
```
6
Properties=species:S:1:pos:R:3:forces:R:3
Cl 2.55620 -0.58213 -0.27131 -2.52 1.27 1.82
P 0.75698 0.35035 1.13148 5.68 0.18 1.28
O -0.47827 1.77797 -0.57176 -0.11 0.31 0.25
O 1.27686 2.72250 0.18997 2.14 2.29 0.49
N 0.51775 1.83733 0.14637 -2.25 -1.87 -1.60
H -0.19387 -0.21995 0.51450 -2.95 -2.17 -2.24
```
Positions in Å, forces in eV/Å.

Output
- E_tot: -27408.4199 eV
- Max |F|: 5.83 eV Å⁻¹
- SMILES: O=[N+]([O-])PCl
- Orbital gap: 8.72 eV
- Multiplicity: 1
- HOMO level: -10.97 eV

=====

Here is one molecule with the formula C3H3IO2 from the OMol25 dataset. Energies are from wB97M-V/def2-TZVPD.

Geometry as XYZ:
```
9
Properties=species:S:1:pos:R:3:forces:R:3
I 2.03809 1.88849 0.20486 -0.21 -0.61 -0.11
O -0.84873 0.66976 0.95016 0.01 0.69 0.82
O 2.13628 -0.98595 -0.95431 -5.82 5.75 5.89
C 1.25682 -0.02117 -0.06063 8.24 -3.88 -6.73
C -1.26249 0.04504 -0.21274 0.16 0.57 -2.09
C 0.00769 -0.32882 0.44429 -1.89 1.88 -0.88
H -2.03238 -0.71996 -0.09021 -0.11 0.47 -0.38
H -1.16763 0.65492 -1.16639 -0.50 -0.84 1.28
H -0.12766 -1.20230 0.88498 0.11 -4.05 2.19
```
Positions in Å, forces in eV/Å.

Output
- E_tot: -15349.9869 eV
- Max |F|: 11.33 eV Å⁻¹
- SMILES: O=C(I)[C@@H]1CO1
- Orbital gap: 8.67 eV
- Multiplicity: 1
- HOMO level: -9.84 eV